Record 1
{"formula": "C37H44CoF10N10PSe", "method": "ωB97M-V with the def2-TZVPD basis set", "species": ["Co", "C", "N", "C", "C", "N", "C", "C", "F", "C", "F", "C", "F", "C", "F", "C", "F", "C", "C", "N", "C", "C", "F", "C", "F", "C", "F", "C", "F", "C", "F", "H", "H", "H", "H", "H", "H", "H", "H", "H", "H", "H", "Se", "N", "C", "C", "C", "C", "N", "C", "N", "H", "H", "H", "N", "P", "N", "C", "C", "C", "C", "C", "N", "C", "C", "C", "C", "C", "N", "C", "C", "C", "C", "C", "H", "H", "H", "H", "H", "H", "H", "H", "H", "H", "H", "H", "H", "H", "H", "H", "H", "H", "H", "H", "H", "H", "H", "H", "H", "H", "H", "H", "H", "H"], "coordinates": [[0.046, 1.725, 0.167], [0.001, 3.416, 3.122], [0.243, 2.170, 2.421], [1.643, 1.748, 2.526], [2.534, 2.427, 1.494], [2.051, 2.140, 0.148], [2.912, 2.119, -0.871], [2.471, 1.678, -2.154], [1.167, 1.343, -2.316], [3.274, 1.562, -3.265], [2.753, 1.093, -4.410], [4.612, 1.910, -3.219], [5.408, 1.788, -4.302], [5.085, 2.414, -2.029], [6.363, 2.829, -1.954], [4.274, 2.538, -0.915], [4.863, 3.150, 0.150], [-0.728, 1.134, 2.791], [-2.051, 1.245, 2.032], [-1.839, 1.406, 0.596], [-2.893, 1.551, -0.203], [-2.701, 1.846, -1.585], [-1.434, 1.946, -2.072], [-3.709, 2.023, -2.501], [-3.398, 2.298, -3.780], [-5.038, 1.922, -2.133], [-6.034, 2.109, -3.026], [-5.296, 1.632, -0.813], [-6.574, 1.522, -0.406], [-4.281, 1.453, 0.111], [-4.715, 1.133, 1.361], [0.230, 3.320, 4.195], [-1.043, 3.706, 3.018], [0.623, 4.215, 2.711], [1.680, 0.676, 2.336], [2.041, 1.951, 3.535], [3.540, 2.039, 1.658], [2.578, 3.511, 1.693], [-0.940, 1.160, 3.874], [-0.275, 0.180, 2.538], [-2.635, 2.086, 2.432], [-2.610, 0.332, 2.262], [-3.278, 5.623, 1.199], [-2.177, 6.775, 0.425], [-1.206, 6.048, -0.079], [-0.126, 6.575, -0.857], [0.725, 5.680, -1.383], [0.566, 4.273, -1.126], [-0.329, 3.733, -0.362], [-1.282, 4.608, 0.138], [-2.335, 4.195, 0.800], [-0.030, 7.642, -1.012], [1.559, 5.995, -1.996], [1.258, 3.593, -1.596], [0.431, -0.123, 0.382], [0.131, -1.573, 0.162], [-0.236, -2.576, 1.496], [-1.525, -2.436, 2.164], [-1.890, -3.744, 2.859], [-0.800, -4.119, 3.864], [0.576, -4.125, 3.197], [0.822, -2.808, 2.469], [1.476, -2.384, -0.469], [1.445, -3.751, -0.943], [2.659, -4.535, -0.447], [3.952, -3.819, -0.833], [3.929, -2.375, -0.334], [2.679, -1.654, -0.826], [-1.171, -2.002, -0.835], [-1.911, -3.263, -0.857], [-2.027, -3.808, -2.276], [-2.849, -2.843, -3.144], [-2.587, -1.380, -2.736], [-1.218, -1.239, -2.089], [-2.285, -2.132, 1.449], [-1.475, -1.645, 2.931], [-1.979, -4.531, 2.103], [-2.859, -3.648, 3.358], [-1.012, -5.087, 4.326], [-0.797, -3.374, 4.669], [0.623, -4.938, 2.464], [1.361, -4.299, 3.939], [1.784, -2.811, 1.958], [0.845, -1.989, 3.210], [1.448, -3.771, -2.048], [0.527, -4.231, -0.610], [2.639, -5.551, -0.853], [2.600, -4.614, 0.645], [4.043, -3.815, -1.927], [4.822, -4.356, -0.443], [4.819, -1.835, -0.672], [3.937, -2.366, 0.762], [2.746, -1.541, -1.922], [2.590, -0.661, -0.390], [-2.932, -3.115, -0.468], [-1.432, -3.983, -0.196], [-2.483, -4.801, -2.260], [-1.021, -3.923, -2.687], [-3.913, -3.070, -3.036], [-2.602, -2.994, -4.198], [-3.340, -1.040, -2.018], [-2.655, -0.717, -3.601], [-0.986, -0.204, -1.859], [-0.445, -1.586, -2.796]], "forces_ev_per_angstrom": [[0.2, 0.1, 0.3], [0.0, 0.1, -0.1], [0.0, -0.2, -0.3], [0.0, 0.0, 0.1], [-0.1, 0.0, -0.1], [0.0, 0.2, 0.0], [-0.1, -0.1, 0.0], [-0.1, -0.1, -0.1], [0.2, 0.0, 0.1], [-0.1, -0.1, 0.0], [0.0, 0.0, 0.0], [0.0, 0.0, -0.1], [0.0, 0.0, 0.0], [0.0, 0.0, 0.1], [0.0, 0.0, 0.0], [0.1, 0.0, 0.0], [-0.1, -0.1, 0.1], [0.0, 0.0, 0.1], [0.1, 0.1, -0.2], [-0.2, 0.0, 0.2], [0.1, -0.2, 0.0], [0.1, 0.1, -0.2], [-0.3, 0.0, 0.0], [0.1, 0.0, -0.1], [0.0, 0.0, 0.0], [-0.1, 0.0, -0.1], [0.0, 0.0, 0.0], [0.0, 0.0, 0.1], [0.0, 0.0, 0.0], [-0.1, 0.0, 0.0], [0.2, 0.0, 0.1], [0.0, 0.0, 0.0], [0.0, 0.0, 0.0], [0.0, 0.0, 0.0], [0.0, 0.0, 0.0], [0.0, 0.0, 0.0], [0.1, 0.0, 0.0], [0.0, 0.0, 0.0], [0.0, 0.0, 0.0], [0.0, 0.0, 0.0], [0.0, 0.0, 0.0], [-0.1, 0.0, 0.0], [-0.3, 0.1, 0.2], [0.0, 0.0, 0.0], [0.2, -0.1, -0.2], [-0.2, 0.0, 0.2], [0.1, -0.1, -0.1], [0.3, 0.1, -0.2], [-0.2, 0.2, 0.3], [0.1, 0.0, -0.2], [0.1, 0.1, 0.2], [-0.1, 0.0, 0.0], [0.0, -0.1, 0.0], [0.1, 0.1, 0.0], [0.1, 0.2, 0.0], [-0.1, -0.3, -0.1], [0.1, -0.2, 0.0], [0.1, 0.0, 0.0], [0.1, 0.0, 0.0], [0.0, 0.0, 0.0], [-0.1, 0.0, 0.0], [-0.1, 0.0, 0.0], [0.2, -0.2, 0.1], [0.1, 0.1, 0.0], [0.0, 0.0, 0.0], [0.0, 0.0, 0.0], [0.0, 0.0, 0.0], [-0.1, -0.1, 0.0], [-0.1, 0.0, -0.1], [0.0, 0.1, 0.0], [0.0, 0.1, 0.0], [0.0, 0.0, 0.0], [0.0, 0.0, 0.0], [0.0, -0.1, 0.1], [0.0, 0.0, -0.1], [0.0, 0.0, 0.0], [0.0, 0.0, 0.0], [0.0, 0.0, 0.0], [0.0, 0.0, 0.0], [0.0, 0.0, 0.0], [0.0, 0.0, 0.0], [0.0, 0.0, 0.0], [0.0, 0.0, 0.0], [0.0, 0.0, 0.0], [0.0, 0.0, 0.0], [0.0, 0.0, 0.0], [0.0, 0.0, 0.0], [0.0, 0.0, 0.0], [0.0, 0.0, 0.0], [0.0, 0.0, 0.0], [0.0, 0.0, 0.0], [0.0, 0.0, 0.0], [0.0, 0.0, 0.0], [0.0, 0.1, 0.0], [0.0, 0.0, 0.0], [0.0, 0.0, 0.0], [0.0, 0.0, 0.0], [0.0, 0.0, 0.0], [0.0, 0.0, 0.0], [0.0, 0.0, 0.0], [0.0, 0.0, 0.0], [0.0, 0.0, 0.0], [0.0, 0.0, 0.0], [0.0, 0.0, 0.0]], "charge": -1, "gap_ev": [4.85, 4.82], "e_homo_ev": [-4.031, -4.007], "spin_multiplicity": 2, "e_tot_ev": -193421.647, "fmax_ev_per_a": 0.4}

=====

Record 2
{"formula": "H28O14", "method": "ωB97M-V with the def2-TZVPD basis set", "species": ["O", "H", "H", "O", "H", "H", "O", "H", "H", "O", "H", "H", "O", "H", "H", "O", "H", "H", "O", "H", "H", "O", "H", "H", "O", "H", "H", "O", "H", "H", "O", "H", "H", "O", "H", "H", "O", "H", "H", "O", "H", "H"], "coordinates": [[-1.388, 1.655, -3.965], [-2.001, 0.982, -4.265], [-1.756, 2.524, -4.151], [3.503, 3.951, 0.081], [2.836, 3.389, 0.503], [2.909, 4.581, -0.347], [-3.788, -0.968, -2.631], [-3.883, -1.919, -2.697], [-3.599, -0.702, -1.729], [3.222, -2.780, 1.272], [2.710, -3.115, 0.536], [3.561, -1.905, 1.069], [1.901, -1.545, -1.942], [1.994, -1.591, -2.898], [2.508, -2.251, -1.789], [-0.323, 1.462, -1.540], [-0.915, 1.909, -0.932], [-0.686, 1.721, -2.413], [-0.528, 1.369, 1.179], [-0.114, 0.550, 0.875], [-0.996, 0.946, 1.909], [-0.859, -0.653, -3.017], [-1.499, -0.426, -2.362], [-0.526, -0.071, -3.696], [-1.331, 2.655, 4.174], [-1.787, 3.463, 3.940], [-0.489, 2.598, 3.722], [-3.501, -0.460, 1.007], [-2.738, -1.057, 1.054], [-3.131, 0.424, 1.059], [-0.064, -2.839, -0.737], [0.233, -2.130, -1.343], [-0.123, -3.659, -1.230], [-0.908, -1.247, 1.666], [-0.971, -1.281, 2.619], [-0.534, -2.015, 1.237], [0.152, -3.500, 3.182], [0.601, -2.891, 3.773], [0.504, -3.376, 2.299], [3.816, 2.376, 2.327], [4.509, 2.567, 1.685], [3.478, 3.257, 2.516]], "forces_ev_per_angstrom": [[0.1, 0.9, -0.6], [-0.5, 0.0, 0.0], [-0.2, -0.1, -0.3], [-0.9, 0.2, 0.0], [0.4, -0.4, 0.0], [0.5, 0.2, -0.2], [-0.1, 0.7, -0.6], [0.1, -0.1, 0.4], [-0.3, -0.5, 0.5], [0.1, -0.3, 0.6], [-0.1, 0.3, -0.3], [-0.2, 0.1, -0.3], [0.2, 0.3, -0.9], [-0.7, 0.9, -0.5], [0.8, -0.9, 1.2], [-0.3, 0.7, -0.3], [0.1, 0.0, 0.6], [0.4, -0.5, 0.5], [-0.1, -0.3, 0.5], [0.3, 0.3, -0.6], [-0.3, 0.6, 0.2], [1.3, -3.3, -0.9], [-0.2, 1.3, -0.2], [-0.5, 0.7, 0.9], [-0.3, -0.6, 0.5], [0.3, 0.1, -0.3], [0.1, 0.4, -0.3], [-0.3, -0.2, -0.3], [0.0, 0.3, 0.1], [0.2, 0.0, 0.0], [-0.2, 0.2, 0.7], [0.0, -0.5, 0.0], [-0.1, 0.1, -0.2], [-0.4, 1.1, -0.6], [0.3, -0.9, 0.1], [0.1, -0.5, 0.2], [-0.5, -0.3, 0.2], [0.3, 0.0, -0.2], [0.5, 0.1, 0.1], [0.0, 0.1, 0.0], [0.0, -0.1, 0.0], [0.0, 0.0, 0.2]], "gap_ev": 10.32, "e_homo_ev": -10.231, "de_lowest_kj_mol": 277.15, "e_tot_ev": -29118.779, "fmax_ev_per_a": 3.6}

=====

Record 3
{"formula": "C24H26HgN2O5PSSe", "method": "ωB97M-V with the def2-TZVPD basis set", "species": ["Hg", "O", "C", "C", "C", "C", "C", "C", "C", "P", "C", "C", "C", "C", "C", "C", "C", "C", "C", "C", "C", "C", "H", "H", "H", "H", "H", "H", "H", "H", "H", "H", "H", "H", "H", "H", "C", "N", "C", "C", "S", "N", "C", "C", "H", "H", "H", "H", "H", "H", "H", "H", "H", "H", "H", "H", "O", "Se", "O", "O", "O"], "coordinates": [[1.728, -1.164, -0.508], [5.218, -1.915, 0.130], [4.639, -0.902, -0.033], [5.110, 0.443, -0.087], [6.439, 0.708, 0.066], [6.878, 2.025, 0.226], [5.986, 3.105, 0.105], [4.620, 2.880, -0.093], [4.180, 1.536, -0.123], [2.461, 1.196, -0.104], [1.717, 1.692, -1.620], [2.526, 1.610, -2.758], [1.931, 1.756, -4.015], [0.573, 1.896, -4.202], [-0.246, 1.970, -3.056], [0.312, 1.825, -1.769], [1.657, 1.433, 1.444], [1.740, 0.410, 2.378], [0.906, 0.468, 3.520], [-0.072, 1.468, 3.675], [-0.041, 2.548, 2.803], [0.759, 2.507, 1.668], [7.118, -0.122, 0.036], [7.927, 2.201, 0.504], [6.350, 4.124, -0.005], [3.854, 3.632, -0.279], [3.644, 1.516, -2.761], [2.628, 1.785, -4.857], [0.134, 1.882, -5.232], [-1.309, 2.273, -3.171], [-0.322, 1.777, -0.855], [2.239, -0.559, 2.297], [0.992, -0.242, 4.349], [-0.784, 1.391, 4.477], [-0.659, 3.420, 3.002], [0.722, 3.322, 0.931], [-4.906, 0.635, 0.837], [-4.782, -0.768, 0.823], [-5.084, -1.449, 2.091], [-4.123, -1.392, -0.214], [-2.843, -0.611, -1.008], [-4.522, -2.648, -0.521], [-5.916, -2.965, -0.790], [-3.564, -3.545, -1.145], [-5.873, 0.888, 1.310], [-4.823, 0.984, -0.199], [-4.068, 1.109, 1.325], [-4.365, -1.188, 2.836], [-5.117, -2.552, 1.967], [-6.108, -1.105, 2.342], [-6.611, -2.314, -0.167], [-6.124, -3.981, -0.544], [-6.115, -2.778, -1.881], [-2.593, -3.394, -0.644], [-3.489, -3.283, -2.206], [-3.942, -4.522, -1.028], [0.848, -2.902, -1.248], [0.591, -3.884, 0.189], [1.221, -2.747, 1.278], [-0.952, -4.342, 0.386], [1.705, -5.137, 0.127]], "forces_ev_per_angstrom": [[1.6, 0.3, 0.4], [1.6, -2.4, 0.3], [-1.4, 1.9, -0.4], [-2.5, -0.9, -0.1], [2.3, 2.2, 0.4], [0.6, -1.7, 0.1], [-1.1, 1.3, -0.5], [0.4, -1.8, -0.1], [0.0, 1.0, 0.1], [0.0, -0.6, -1.3], [-0.4, 0.8, 1.0], [0.7, 0.5, -1.4], [1.2, -0.3, 0.1], [-1.0, 0.1, -0.5], [-0.1, 0.3, 0.8], [-0.7, 0.1, -0.7], [-1.4, 0.8, -0.1], [-1.2, -0.6, 2.0], [-0.4, 0.6, 0.1], [1.5, -0.4, -0.2], [-0.4, 0.1, -0.5], [0.6, 0.1, 0.1], [0.4, -0.3, 0.3], [-0.4, 0.0, -0.4], [0.1, -0.1, 0.3], [0.4, 0.2, 0.2], [-1.3, 0.0, 0.5], [-0.4, -0.2, 0.0], [0.4, 0.3, 1.1], [0.7, -0.7, 0.2], [0.4, 0.2, -0.9], [0.5, 0.6, -0.6], [0.0, -0.2, -0.7], [-0.1, 0.2, 0.3], [-0.2, -0.2, -0.2], [0.1, -0.4, 0.4], [-0.1, 0.8, -0.4], [-0.4, -1.9, -0.2], [-1.4, -0.4, -1.7], [1.2, 1.1, -0.2], [-0.9, -0.5, 0.4], [-0.4, -0.5, 0.7], [-0.4, 2.1, 0.1], [0.5, 1.8, -0.3], [0.4, 0.2, -0.2], [-0.4, 0.1, 0.2], [0.2, 0.4, 0.6], [0.5, 0.3, 0.7], [0.2, 0.8, 0.0], [0.5, -0.3, 0.5], [0.9, -0.7, -0.8], [-0.1, -0.9, 0.1], [-0.1, -0.2, 0.8], [-0.3, -0.5, -0.4], [0.2, -0.2, -0.1], [-0.2, -1.3, 0.2], [-1.4, -1.8, 0.5], [4.0, 0.2, -0.3], [-1.4, -0.9, -0.1], [0.0, 0.2, 0.0], [-2.0, 1.2, -0.1]], "charge": -2, "gap_ev": [3.48, 2.78], "e_homo_ev": [0.510, 1.210], "spin_multiplicity": 2, "e_tot_ev": -128165.428, "fmax_ev_per_a": 4.1}

=====

Record 4
{"formula": "C9H15N3O2", "method": "ωB97M-V with the def2-TZVPD basis set", "species": ["C", "C", "C", "C", "C", "C", "C", "C", "C", "N", "N", "N", "O", "O", "H", "H", "H", "H", "H", "H", "H", "H", "H", "H", "H", "H", "H", "H", "H"], "coordinates": [[-1.915, 1.302, -0.179], [-1.665, -0.028, -0.154], [0.347, 1.442, -0.036], [-3.233, 1.991, -0.177], [1.586, 2.271, 0.106], [0.551, -1.826, -1.097], [0.996, -1.740, 1.325], [2.503, -0.550, -0.274], [0.998, -0.960, 0.021], [-0.818, 2.159, -0.125], [0.144, 0.148, 0.030], [-2.339, -1.194, 0.107], [-1.825, -2.310, 0.305], [-3.561, -1.002, 0.105], [-3.976, 1.260, -0.208], [-3.282, 2.456, 0.874], [-3.291, 2.663, -0.965], [2.225, 2.113, -0.716], [1.322, 3.261, 0.092], [2.080, 1.963, 1.045], [0.296, -1.352, -1.945], [1.367, -2.466, -1.248], [-0.294, -2.419, -0.888], [1.946, -2.314, 1.345], [1.162, -1.047, 2.161], [0.021, -2.221, 1.372], [2.796, -1.515, -0.713], [2.735, 0.346, -0.882], [3.124, -0.429, 0.717]], "forces_ev_per_angstrom": [[1.1, 2.3, 0.1], [6.4, 0.9, 0.6], [-3.0, 0.7, 0.2], [1.1, -0.7, 3.2], [0.2, -2.9, 1.0], [0.8, -1.9, 1.6], [0.8, 0.9, 0.2], [0.7, -0.5, 1.9], [2.2, 0.4, -0.1], [-0.4, -1.6, -0.3], [-4.5, 0.6, 0.0], [-1.3, -1.2, 0.3], [-0.8, 1.7, 0.0], [0.3, -0.5, 0.0], [-1.4, -0.9, -0.3], [-0.1, -0.1, -1.7], [-0.1, 1.5, -1.2], [0.9, -0.2, -0.8], [-0.8, 2.3, 0.3], [0.0, 0.4, -0.5], [-0.3, 2.2, -3.1], [0.8, -1.3, -0.8], [-0.6, -0.6, 0.6], [-1.1, -0.6, -0.1], [-0.4, 0.0, -0.1], [0.6, -0.6, 0.6], [0.9, 0.9, -0.1], [-0.4, -1.1, 0.0], [-1.3, -0.1, -1.7]], "gap_ev": 8.72, "e_homo_ev": -9.285, "de_lowest_kj_mol": 464.59, "smiles": "Cc1nc(C)n(C(C)(C)C)c1[N+](=O)[O-]", "e_tot_ev": -18135.787, "fmax_ev_per_a": 6.5}